Density functional theory data (wB97M-V/def2-TZVPD) for a cluster of 4 separate species, C5H19N2O4 in total at a distorted geometry.

```
! RIJCOSX wB97M-V def2-TZVPD def2/J DEFGRID3
* xyz -1 1
C -0.366 0.603 1.455
N 1.063 0.332 1.208
C 1.974 1.483 0.946
C 1.609 2.155 -0.400
O 2.068 1.397 -1.511
C -1.215 -0.641 1.148
N -1.516 -0.562 -0.370
C -2.192 -1.677 -0.997
H -0.816 1.477 0.916
H -0.419 0.775 2.490
H 1.331 -0.312 0.436
H 2.895 1.095 0.961
H 1.815 2.194 1.712
H 0.630 2.421 -0.391
H 2.194 3.133 -0.568
H -2.163 -0.705 1.686
H -0.736 -1.618 1.416
H -0.556 -0.556 -0.763
H -2.796 -2.437 -0.628
H -1.294 -2.304 -1.508
H -2.817 -1.357 -1.755
H 1.334 -2.212 -0.423
H 2.010 -2.617 0.761
O 1.606 -3.105 0.049
H 1.758 0.396 -1.425
H 1.090 -1.621 -2.001
O 1.251 -0.974 -1.331
H -1.941 1.426 -0.744
H -3.291 1.606 -0.037
O -2.511 2.206 -0.331
*
```

Values from the calculation:
- HOMO (eV) = -4.67
- frontier orbital gap (eV) = 8.14
- energy above the lowest of the compared OMol25 structures with the same formula, charge and spin (kcal per mole) = 53.20
- LUMO level (eV) = 3.47